8
Properties=species:S:1:pos:R:3:forces:R:3:nbo_charge:R:1 method="wB97M-V/def2-TZVPD" fmax_ev_per_a=1.00 e_lumo_ev=0.14 e_homo_ha=-0.3693 spin_multiplicity=1 homo_lumo_gap_ha=0.374 relative_energy_ev=2.4325
O 2.44722 0.05690 -0.06033 -0.68 -0.09 0.03 -0.52
C 1.26822 -0.01160 0.00302 0.42 0.17 -0.15 0.95
O 0.55669 -1.19898 0.34417 0.03 -0.16 0.30 -0.49
C -0.74506 -1.01328 0.48094 0.43 0.05 0.48 0.29
C -0.92187 0.35866 -0.02887 -0.39 -0.30 0.03 -0.26
O 0.36060 0.94466 -0.22023 -0.02 -0.19 -0.18 -0.46
H -1.37221 -0.08613 -0.94195 0.08 0.77 -0.63 0.24
H -1.62808 1.06672 0.40046 0.14 -0.26 0.13 0.25